Record 1
114
Properties=species:S:1:pos:R:3 method="wB97M-V/def2-TZVPD" charge=-2 orbital_gap_ha="0.2359 / 0.2368" mol_weight_g_mol=1026.82 energy_ha=-5043.46568 e_above_lowest_kj_mol=41.81 multiplicity=2 homo_ev="-2.46 / -2.48"
Ti -0.25420 0.23974 -1.06021
C 3.00329 3.15079 -2.01438
C 1.86451 2.48029 -1.29036
N 0.92533 1.88900 -1.93947
N 0.87547 2.21333 -3.30027
C -0.27315 2.74453 -3.59646
S -1.65893 2.89937 -2.65375
S -0.27000 3.42251 -5.29561
C 0.87957 4.80376 -4.96159
C 0.26036 5.82069 -4.04193
C 0.55678 5.83125 -2.68396
C -0.05341 6.73734 -1.82828
C -0.96749 7.65333 -2.32455
C -1.27850 7.64639 -3.67846
C -0.67394 6.73309 -4.52602
C 1.82000 2.62919 0.16588
C 2.82618 3.32921 0.84479
C 2.66191 3.79365 2.13593
C 1.44217 3.59055 2.77950
C 0.44215 2.87777 2.16187
C 0.61375 2.33470 0.86889
O -0.33491 1.61584 0.37111
H 2.98491 2.87546 -3.06338
H 2.97485 4.23887 -1.92044
H 3.93915 2.80509 -1.57053
H 1.79125 4.39101 -4.53198
H 1.13341 5.25718 -5.92086
H 1.23799 5.08945 -2.28226
H 0.17050 6.70415 -0.76913
H -1.45497 8.35416 -1.65713
H -2.00905 8.34459 -4.07038
H -0.94643 6.70296 -5.57579
H 3.76038 3.54385 0.34154
H 3.46072 4.33520 2.62820
H 1.29219 3.96654 3.78579
H -0.50230 2.67655 2.65426
N -4.22002 -7.39356 -2.23855
C -3.16353 -6.49102 -1.99710
C -3.19168 -5.65374 -0.88326
C -2.17102 -4.74553 -0.66365
C -1.11857 -4.66011 -1.55981
C -1.09283 -5.46876 -2.68201
C -2.10595 -6.38821 -2.89857
S 0.21991 -3.52307 -1.28293
O 0.47365 -3.51924 0.13564
O 1.29844 -3.96062 -2.13999
N -0.34235 -2.07384 -1.70392
C -0.66624 -1.82734 -2.97850
N -0.81659 -0.49278 -3.17799
C -1.32515 -0.09458 -4.33020
C -1.60616 -0.99947 -5.34464
C -1.30804 -2.32354 -5.08477
N -0.84081 -2.76013 -3.92665
H -4.68306 -7.69030 -1.39305
H -3.93598 -8.19283 -2.78426
H -4.02992 -5.69588 -0.19585
H -2.20649 -4.08125 0.18792
H -0.27376 -5.36312 -3.38277
H -2.08574 -7.02211 -3.77964
H -1.52539 0.95969 -4.42948
H -2.02589 -0.67940 -6.28691
H -1.46047 -3.08147 -5.85036
C -0.54358 -1.09426 6.18119
C 0.76272 -0.41825 5.86979
C 1.59483 0.02063 6.88824
C 2.80944 0.64066 6.62352
C 3.18364 0.83668 5.30505
C 2.36587 0.42187 4.26492
C 1.15272 -0.21627 4.52978
N 0.27828 -0.66979 3.54680
C 0.43904 -0.78054 2.15449
N 1.74585 -0.84292 1.79496
C 2.38210 -0.97928 0.53734
C 1.80698 -0.50257 -0.63774
C 2.58593 -0.64887 -1.79389
C 3.85427 -1.20510 -1.78786
C 4.38385 -1.67022 -0.59280
C 3.65545 -1.57491 0.58181
C 4.21693 -2.13598 1.86287
N -0.56979 -0.87263 1.36788
C -1.85111 -0.87448 1.97803
C -2.68303 0.24223 1.87812
C -3.94296 0.23413 2.44906
C -4.39070 -0.88222 3.14054
C -3.56652 -1.98906 3.24776
C -2.29640 -2.01281 2.67595
C -1.43304 -3.23823 2.81196
H -0.66875 -1.21009 7.25765
H -0.59614 -2.08342 5.71802
H -1.40328 -0.52660 5.80846
H 1.28014 -0.13566 7.91517
H 3.44544 0.96898 7.43621
H 4.11439 1.33657 5.06426
H 2.65731 0.63088 3.24480
H -0.68477 -0.75008 3.82929
H 2.35227 -1.00843 2.57912
H 2.18006 -0.31196 -2.74493
H 4.41644 -1.30075 -2.71086
H 5.36422 -2.13661 -0.56831
H 5.16427 -2.63975 1.66854
H 3.53427 -2.86673 2.30872
H 4.41166 -1.36388 2.61815
H -2.32773 1.09253 1.31557
H -4.58774 1.09562 2.32505
H -5.38490 -0.89991 3.57236
H -3.91621 -2.87489 3.77049
H -2.05512 -4.12926 2.92394
H -0.78320 -3.18121 3.69307
H -0.78503 -3.36323 1.94634
F -3.63566 -1.44110 -2.37830
B -3.57461 -0.95055 -1.07232
F -2.38229 -0.09048 -0.97983
F -3.43285 -1.98847 -0.15060
F -4.67886 -0.15850 -0.77714

Record 2
29
Properties=species:S:1:pos:R:3 method="wB97M-V/def2-TZVPD" charge=+2 orbital_gap_ha=0.1958 mol_weight_g_mol=278.07 energy_ha=-1447.68076 e_above_lowest_kj_mol=340.04 homo_ev=-14.98
Na 10.32651 8.35763 -0.48727
Na 8.77221 8.52109 2.97546
Na 9.04276 12.09801 3.28142
Na 7.60219 10.29727 0.31145
C 10.73882 10.88982 1.16628
O 10.71485 12.08031 1.55730
O 11.72106 10.38631 0.55150
O 9.71346 10.10611 1.41394
O 14.33026 9.72938 -0.34582
H 13.45079 9.91752 0.01425
H 14.24523 8.88635 -0.80496
O 9.94597 14.24987 2.77476
H 10.61318 14.83910 3.15120
H 10.45107 13.64065 2.20774
O 13.00057 11.51576 3.48884
H 12.31430 11.32442 2.84451
H 13.00940 12.47827 3.56311
O 13.63465 12.60816 -0.03097
H 13.06012 11.93828 0.36472
H 14.45872 12.14298 -0.22614
O 13.17818 8.35931 2.13302
H 12.78164 9.14723 1.74484
H 14.12526 8.55343 2.14472
O 9.24070 13.40424 -0.58392
H 9.98051 12.93371 -0.17412
H 8.49055 13.26319 -0.00013
O 11.24240 11.46955 -2.21811
H 11.61050 11.36726 -1.32833
H 11.95417 11.18281 -2.80500

Record 3
23
Properties=species:S:1:pos:R:3 method="wB97M-V/def2-TZVPD" orbital_gap_ha="0.2351 / 0.2947" mol_weight_g_mol=213.28 energy_ha=-1348.92758 e_above_lowest_kj_mol=0.00 multiplicity=3 homo_ev="-5.94 / -10.69"
C 0.20914 -2.01795 -0.58650
C -0.67712 -0.76689 -0.16937
C 1.47117 -1.47470 -1.34821
C 0.86726 0.42315 0.63194
C -1.03696 2.63508 0.10790
N 0.82351 0.43338 1.97850
O 2.47951 -1.57710 0.98489
O 3.32692 0.28866 -0.41830
O 0.60581 1.56126 -1.66576
O 1.54440 2.96999 0.08164
S 2.23643 -0.53632 -0.02859
S 0.61230 1.93444 -0.30226
H 0.54991 -2.50451 0.36186
H -0.52246 -2.63906 -1.34350
H -0.99128 -0.05484 -0.98669
H -1.33998 -1.00064 0.65570
H 2.17467 -2.26345 -1.66178
H 1.26701 -0.72902 -2.18235
H -0.68330 3.37597 0.82762
H -1.82432 3.03877 -0.56163
H -1.42322 1.80418 0.70255
H 1.45376 -0.19813 2.42240
H 1.16117 1.20278 2.52482

Record 4
16
Properties=species:S:1:pos:R:3 method="wB97M-V/def2-TZVPD" charge=+1 orbital_gap_ha="0.3196 / 0.1922" mol_weight_g_mol=134.22 energy_ha=-1065.84648 e_above_lowest_kj_mol=96.91 multiplicity=2 homo_ev="-13.77 / -13.77"
C 0.07543 0.37109 1.76111
S -0.31215 1.74518 0.60866
S 1.39778 1.89628 -0.45607
H 0.73828 -0.37291 1.30501
H -0.86082 0.01690 2.20316
H 0.81684 0.74143 2.49268
H 1.78580 0.66028 -0.78346
H -2.17033 0.27954 -1.74919
H -1.88670 -0.77546 -0.47204
O -1.80551 -0.54576 -1.39992
H 0.42075 -2.67349 -1.35026
H -0.85926 -1.89801 -1.81976
O -0.51141 -2.78767 -1.57566
H 0.47837 -3.31608 1.91857
H -0.53197 -3.11340 0.81627
O 0.38897 -2.91081 1.04199

Record 5
9
Properties=species:S:1:pos:R:3 method="wB97M-V/def2-TZVPD" orbital_gap_ha="0.2387 / 0.2301" mol_weight_g_mol=64.09 energy_ha=-192.55040 e_above_lowest_kj_mol=321.34 multiplicity=3 homo_ev="-7.49 / -7.45"
C -2.37586 0.28775 0.02463
C -1.27530 -0.23326 -0.10717
C 1.40055 0.90759 -0.38179
C -0.08866 -0.72757 -0.30129
C 1.30911 -0.48018 -0.07826
H -3.42949 0.27312 -0.04916
H 1.35193 1.76505 0.32500
H 1.99621 -1.18513 -0.43578
H 1.11151 -0.60737 1.00383

Record 6
15
Properties=species:S:1:pos:R:3 method="wB97M-V/def2-TZVPD" orbital_gap_ha=0.3376 mol_weight_g_mol=245.84 energy_ha=-2641.34148 e_above_lowest_kj_mol=118.28 smiles=ClP(Cl)CP1(Cl)(Cl)CC1 homo_ev=-9.23
Cl -2.72567 -0.62540 -1.38950
P -1.93610 0.82460 -0.03596
Cl -2.81651 2.63082 -0.71198
C -0.24266 1.12882 -0.87887
P 0.60685 -0.56582 -0.41160
Cl 2.13649 -0.69942 -1.95325
Cl 0.21626 -2.40286 -0.88417
C -0.01247 -0.66035 1.29205
C 1.53716 -0.40771 1.16553
H -0.59398 1.50442 -1.86457
H 0.71151 1.74934 -0.52036
H -0.10957 -1.63674 1.33180
H -0.65150 -0.07488 1.90934
H 2.17604 -1.28544 1.32030
H 1.70418 0.52062 1.63125

Record 7
13
Properties=species:S:1:pos:R:3 method="wB97M-V/def2-TZVPD" orbital_gap_ha=0.3425 mol_weight_g_mol=89.10 energy_ha=-319.71651 e_above_lowest_kj_mol=612.46 homo_ev=-8.63
C -2.11169 -0.52271 -0.24207
N -0.70970 0.20671 -0.29332
O -0.50365 1.49239 0.24146
C 0.16715 -0.88811 0.28550
N 1.45958 -0.81314 0.24904
N 1.91586 0.26385 -0.43145
H -1.86210 -1.47095 -0.90573
H -2.36410 -0.80070 0.95669
H -2.94910 0.21883 -0.50159
H -0.13925 1.45731 1.21233
H -0.16310 -1.68712 0.86407
H 3.07462 0.17247 -0.29852
H 1.43932 1.03398 -0.18937

Record 8
54
Properties=species:S:1:pos:R:3 method="wB97M-V/def2-TZVPD" orbital_gap_ha=0.3423 mol_weight_g_mol=458.50 energy_ha=-1882.12203 e_above_lowest_kj_mol=269.51 smiles="COc1cc(NS(=O)(=O)c2ccc(NC(=O)COc3cccc(C)c3)cc2)nc(OC)n1" homo_ev=-8.97
C 3.21874 2.71053 -2.94519
O 2.88373 1.42411 -2.45149
C 3.45464 1.06526 -1.30220
C 3.17061 -0.20030 -0.78249
C 3.79772 -0.51325 0.41196
N 3.58903 -1.70784 1.05128
S 3.05448 -3.12023 0.29324
O 3.63457 -3.23664 -1.00798
O 3.29990 -4.14516 1.26112
C 1.30320 -2.82748 0.15434
C 0.57810 -2.59918 1.30852
C -0.77987 -2.36921 1.21894
C -1.41216 -2.37222 -0.02779
N -2.78236 -2.13805 -0.05918
C -3.61027 -2.02260 -1.13276
O -3.29533 -2.14841 -2.29244
C -5.05614 -1.72964 -0.71270
O -5.18083 -1.14301 0.55887
C -4.80306 0.17392 0.70671
C -5.12137 0.75790 1.93050
C -4.76142 2.06700 2.17531
C -4.08441 2.79995 1.21433
C -3.75923 2.22578 -0.00529
C -3.03707 3.00365 -1.06205
C -4.12277 0.90595 -0.25391
C -0.66800 -2.61105 -1.18330
C 0.69212 -2.83952 -1.08424
N 4.61093 0.34573 1.03475
C 4.80232 1.51770 0.45098
O 5.60615 2.40117 1.03052
C 6.21666 1.99680 2.24249
N 4.26014 1.92270 -0.68988
H 4.29353 2.78718 -3.11753
H 2.92524 3.48347 -2.23264
H 2.67215 2.82125 -3.87913
H 2.53015 -0.88463 -1.30308
H 4.14639 -1.84757 1.88040
H 1.08469 -2.61136 2.25975
H -1.36001 -2.18636 2.11182
H -3.22374 -1.99641 0.84332
H -5.58581 -2.68610 -0.64696
H -5.53475 -1.12622 -1.49284
H -5.64947 0.17056 2.66461
H -5.01130 2.52051 3.12259
H -3.80671 3.82377 1.41515
H -2.27744 2.38979 -1.54172
H -3.73885 3.32724 -1.83102
H -2.56402 3.88644 -0.64009
H -3.85781 0.46833 -1.20472
H -1.15922 -2.61703 -2.14204
H 1.29126 -3.03424 -1.95990
H 6.83548 2.83519 2.55511
H 6.82939 1.10650 2.08790
H 5.46208 1.77531 3.00004